# C33H58BrF9N3O8PS

3 unconnected molecules or ions with the total composition C33H58BrF9N3O8PS (wB97M-V/def2-TZVPD, the Open Molecules 2025 dataset).

Calculated values
HOMO level, eV: -8.5
Frontier orbital gap, eV: 8.82
E_LUMO, eV: 0.33
SMILES: CCCO[C@H]1NC(=O)[C@@](COC)(P(O)Br)[C@]1(CCC(F)(F)C(F)(F)S(F)(F)(F)(F)F)Cc1ccccc1C.COCCNCCOC.COCCNCCOC

Last column: Löwdin charge in e.
Element x y z (Å)
1 C 1.011 -1.026 -5.441  -0.10
2 C -0.014 -1.021 -4.280  -0.19
3 C 0.368 0.177 -3.411  -0.22
4 O -0.406 0.254 -2.227  -0.07
5 C -0.131 1.432 -1.543  -0.31
6 N -0.488 2.719 -2.240  0.15
7 C -0.575 3.773 -1.290  -0.46
8 O -0.760 4.951 -1.487  0.09
9 C -0.357 3.067 0.082  -0.38
10 C 1.190 3.294 0.344  -0.19
11 O 1.348 4.619 0.857  -0.27
12 C 2.682 5.047 0.540  -0.07
13 P -1.149 4.173 1.390  0.74
14 O -1.146 3.159 2.722  -0.34
15 Br -3.326 4.573 0.769  0.33
16 C -0.757 1.589 -0.124  -0.27
17 C -2.246 1.241 -0.387  -0.08
18 C -3.179 1.325 0.853  -0.12
19 C -3.908 0.002 1.193  -0.45
20 F -3.097 -1.057 0.984  0.11
21 F -4.994 -0.017 0.388  0.13
22 C -4.288 0.060 2.693  -0.44
23 F -4.992 1.192 2.882  0.13
24 F -3.196 0.205 3.451  0.13
25 S -5.267 -1.380 3.406  0.79
26 F -6.626 -0.589 3.268  -0.12
27 F -5.445 -2.110 2.016  -0.12
28 F -3.899 -2.199 3.596  -0.15
29 F -5.019 -0.777 4.871  -0.14
30 F -6.066 -2.558 4.088  -0.12
31 C -0.144 0.582 0.920  -0.02
32 C 0.993 -0.304 0.408  -0.16
33 C 2.313 0.092 0.487  -0.06
34 C 3.349 -0.697 0.060  -0.10
35 C 3.127 -1.940 -0.473  -0.08
36 C 1.816 -2.354 -0.557  -0.06
37 C 0.774 -1.565 -0.135  -0.22
38 C -0.614 -2.172 -0.265  -0.02
39 H 0.908 -0.087 -5.983  0.05
40 H 2.022 -1.019 -5.017  0.08
41 H 0.862 -1.877 -6.110  0.08
42 H -0.015 -1.960 -3.723  0.11
43 H -0.985 -0.810 -4.744  0.11
44 H 1.435 0.055 -3.144  0.12
45 H 0.295 1.067 -4.050  0.12
46 H 0.977 1.485 -1.542  0.14
47 H 0.342 2.915 -2.797  0.13
48 H 1.776 3.209 -0.578  0.13
49 H 1.507 2.627 1.149  0.11
50 H 2.680 5.322 -0.524  0.10
51 H 2.981 5.869 1.189  0.09
52 H 3.391 4.216 0.669  0.09
53 H -1.622 3.673 3.390  0.05
54 H -2.379 0.278 -0.878  0.12
55 H -2.608 1.987 -1.108  0.12
56 H -2.644 1.746 1.706  0.08
57 H -3.981 2.025 0.625  0.05
58 H 0.225 1.148 1.781  0.11
59 H -0.924 -0.082 1.303  0.11
60 H 2.610 1.042 0.923  0.10
61 H 4.370 -0.337 0.164  0.10
62 H 3.954 -2.555 -0.811  0.11
63 H 1.641 -3.352 -0.952  0.11
64 H -0.938 -2.491 0.737  0.09
65 H -0.551 -3.095 -0.845  0.08
66 H -1.333 -1.473 -0.683  0.05
67 C -1.720 -6.898 9.635  -0.12
68 O -2.915 -6.213 9.308  -0.20
69 C -2.821 -4.798 9.443  -0.22
70 C -2.885 -4.120 8.088  -0.21
71 N -1.676 -4.374 7.312  -0.05
72 C -1.769 -3.962 5.912  -0.19
73 C -2.789 -4.675 5.026  -0.23
74 O -2.493 -6.041 4.786  -0.17
75 C -2.954 -6.941 5.778  -0.10
76 H -1.941 -7.965 9.640  0.09
77 H -0.936 -6.712 8.894  0.08
78 H -1.361 -6.612 10.628  0.09
79 H -1.922 -4.502 9.992  0.12
80 H -3.688 -4.480 10.029  0.12
81 H -3.000 -3.042 8.231  0.12
82 H -3.781 -4.495 7.575  0.11
83 H -1.471 -5.364 7.338  0.07
84 H -0.781 -4.124 5.473  0.12
85 H -1.959 -2.884 5.876  0.12
86 H -2.753 -4.193 4.049  0.10
87 H -3.818 -4.555 5.385  0.11
88 H -3.876 -6.597 6.253  0.09
89 H -2.185 -7.115 6.536  0.07
90 H -3.152 -7.898 5.293  0.09
91 C 3.965 4.916 -9.325  -0.11
92 O 4.980 4.106 -8.758  -0.20
93 C 5.680 4.728 -7.687  -0.22
94 C 5.369 4.044 -6.370  -0.21
95 N 3.996 4.304 -5.952  -0.05
96 C 3.549 3.485 -4.829  -0.20
97 C 3.463 1.974 -5.039  -0.22
98 O 2.461 1.569 -5.956  -0.22
99 C 2.856 1.578 -7.318  -0.08
100 H 3.597 4.410 -10.216  0.09
101 H 3.127 5.050 -8.634  0.08
102 H 4.359 5.893 -9.617  0.09
103 H 5.473 5.801 -7.636  0.12
104 H 6.747 4.606 -7.895  0.12
105 H 6.055 4.414 -5.602  0.12
106 H 5.554 2.970 -6.506  0.11
107 H 3.377 4.135 -6.734  0.07
108 H 2.548 3.840 -4.565  0.11
109 H 4.195 3.688 -3.968  0.12
110 H 3.174 1.535 -4.077  0.11
111 H 4.429 1.526 -5.296  0.12
112 H 3.918 1.356 -7.442  0.09
113 H 2.615 2.535 -7.787  0.08
114 H 2.279 0.810 -7.835  0.09